(1)
C44H49N3O4P2Y as an isolated structure at a distorted geometry, computed with wB97M-V/def2-TZVPD.

## Properties
E_HOMO (eV): -10.34
Energy relative to the best compared isomer or geometry (same formula, charge and spin) (kcal per mole): 8.8

```
! wB97M-V def2-TZVPD RIJCOSX def2/J DEFGRID3
* xyz 1 1
Y -0.42 -0.46 -0.19
O -4.72 0.08 -2.75
C -5.29 0.79 -1.74
C -6.53 1.41 -1.88
C -7.10 2.09 -0.82
C -6.45 2.14 0.40
C -5.23 1.51 0.54
C -4.62 0.85 -0.52
C -3.30 0.17 -0.30
O -2.20 0.67 -0.76
N -3.37 -0.87 0.49
N -2.13 -1.43 0.79
C -2.10 -2.21 1.81
C -0.93 -2.89 2.30
C -1.02 -3.58 3.52
C 0.04 -4.28 4.03
C 1.23 -4.33 3.31
C 1.36 -3.66 2.11
C 0.31 -2.88 1.60
O 0.49 -2.18 0.50
H -5.29 0.13 -3.53
H -7.04 1.34 -2.83
H -8.07 2.56 -0.95
H -6.90 2.66 1.23
H -4.72 1.53 1.50
H -3.04 -2.38 2.34
H -1.97 -3.56 4.05
H -0.05 -4.79 4.98
H 2.06 -4.92 3.69
H 2.28 -3.69 1.55
C -2.88 -2.87 -3.72
C -1.55 -2.14 -3.85
C -1.74 -0.63 -4.00
C -0.63 -2.54 -2.66
C 0.35 -3.65 -3.07
O 1.57 -2.92 -3.32
C 1.42 -1.70 -2.81
N 0.27 -1.43 -2.29
C 2.52 -0.76 -3.09
C 3.21 -0.99 -4.28
C 4.17 -0.10 -4.73
C 4.46 1.03 -3.98
C 3.80 1.25 -2.78
C 2.82 0.37 -2.32
P 2.10 0.68 -0.65
C 3.52 0.12 0.36
C 3.73 -1.26 0.26
C 4.73 -1.88 0.98
C 5.53 -1.14 1.84
C 5.31 0.23 1.97
C 4.31 0.85 1.23
C 1.90 2.50 -0.72
C 0.64 2.89 -1.18
C 0.31 4.23 -1.30
C 1.23 5.20 -0.93
C 2.49 4.82 -0.48
C 2.83 3.48 -0.38
H -3.51 -2.68 -4.58
H -3.41 -2.54 -2.83
H -2.72 -3.95 -3.65
H -1.05 -2.48 -4.76
H -2.18 -0.20 -3.11
H -2.41 -0.43 -4.83
H -0.79 -0.13 -4.20
H -1.24 -2.84 -1.80
H 0.06 -4.14 -4.00
H 0.53 -4.39 -2.30
H 2.98 -1.87 -4.85
H 4.68 -0.28 -5.66
H 5.21 1.73 -4.32
H 4.06 2.11 -2.19
H 3.09 -1.86 -0.39
H 4.89 -2.95 0.88
H 6.31 -1.62 2.42
H 5.92 0.81 2.64
H 4.17 1.92 1.36
H -0.09 2.14 -1.48
H -0.67 4.51 -1.66
H 0.97 6.25 -1.00
H 3.22 5.58 -0.21
H 3.83 3.21 -0.05
C -2.53 1.57 4.15
C -2.24 1.36 2.66
P -0.46 1.06 2.23
C 0.20 0.14 3.70
C 1.62 -0.39 3.49
C 0.17 2.78 2.49
C 1.65 2.85 2.87
H -3.58 1.86 4.27
H -1.92 2.37 4.58
H -2.37 0.66 4.71
H -2.52 2.24 2.08
H -2.83 0.52 2.29
H -0.48 -0.70 3.85
H 0.14 0.78 4.58
H 1.74 -0.84 2.50
H 2.37 0.39 3.60
H 1.84 -1.17 4.22
H -0.43 3.25 3.27
H -0.02 3.32 1.56
H 1.81 2.52 3.89
H 2.25 2.22 2.21
H 2.02 3.87 2.78
*
```

Here are the Mulliken charges for atoms 1 to 99, given in e: -0.211, -0.267, 0.817, -0.897, -0.531, -1.053, -0.266, -0.347, 0.984, -0.630, -1.411, 0.768, -0.529, 0.589, -0.652, -0.951, -0.629, -0.746, 0.356, 0.778, 0.283, 0.334, 0.399, 0.407, 0.564, 0.305, 0.467, 0.423, 0.452, 0.371, -1.623, 0.589, -1.444, 0.225, -0.827, -0.433, 0.203, -0.232, 0.598, -1.116, -0.882, -0.862, -1.106, 0.718, 1.897, 1.125, -0.484, -0.744, -0.710, -0.846, -0.535, 1.311, -1.018, -0.656, -0.819, -0.816, -0.003, 0.442, 0.289, 0.372, 0.310, 0.070, 0.538, 0.253, 0.520, 0.476, 0.265, 0.597, 0.420, 0.482, 0.394, 0.285, 0.484, 0.413, 0.451, -0.083, 0.058, 0.503, 0.414, 0.460, 0.331, -1.888, -0.430, 2.492, -1.323, -1.093, -0.439, -1.768, 0.454, 0.335, 0.294, 0.597, 0.152, 0.425, 0.774, -0.108, 0.317, 0.473, 0.765


(2)
C44H49NP2Pb as an isolated structure at a distorted geometry, computed with wB97M-V/def2-TZVPD.

## Properties
E_HOMO (spin up / spin down) (eV): -12.46 / -12.47
Energy relative to the best compared isomer or geometry (same formula, charge and spin) (kcal per mole): 18.0

```
! wB97M-V def2-TZVPD RIJCOSX def2/J DEFGRID3
* xyz 2 1
Pb -1.88 2.60 0.94
C -0.27 1.06 5.52
C 0.71 0.51 4.78
C 0.91 -0.90 4.31
C 0.00 -1.33 3.13
C -1.42 -1.72 3.45
C -2.14 -1.42 4.55
C -1.61 -1.12 5.93
C -1.35 0.36 6.29
C -3.47 1.39 0.02
H -0.18 2.12 5.78
H 1.53 1.17 4.46
H 0.84 -1.65 5.10
H 1.94 -0.95 3.92
H -0.01 -0.49 2.41
H 0.48 -2.18 2.61
H -1.93 -2.16 2.58
H -3.24 -1.45 4.47
H -0.68 -1.68 6.10
H -2.37 -1.49 6.65
H -2.29 0.92 6.23
H -1.06 0.36 7.36
H -4.43 1.79 0.37
H -3.41 0.31 0.21
H -3.37 1.56 -1.05
P 2.95 -0.26 -3.84
P 0.68 -2.24 -4.74
C 3.13 -2.03 -3.50
C 2.22 -2.88 -4.04
C 4.59 0.02 -4.67
C 5.70 -0.82 -4.49
C 6.90 -0.55 -5.16
C 6.99 0.54 -6.03
C 5.87 1.35 -6.26
C 4.67 1.08 -5.59
C 3.13 0.34 -2.12
C 2.07 0.06 -1.24
C 2.15 0.48 0.08
C 3.29 1.16 0.54
C 4.33 1.44 -0.35
C 4.26 1.04 -1.69
C 0.67 -3.43 -6.19
C 1.69 -3.30 -7.15
C 1.79 -4.22 -8.21
C 0.86 -5.26 -8.32
C -0.18 -5.37 -7.39
C -0.28 -4.45 -6.34
C -0.49 -3.07 -3.59
C -1.83 -2.65 -3.69
C -2.81 -3.29 -2.93
C -2.47 -4.33 -2.06
C -1.12 -4.70 -1.93
C -0.13 -4.06 -2.67
H 3.99 -2.36 -2.91
H 2.38 -3.96 -4.13
H 5.64 -1.69 -3.84
H 7.77 -1.21 -5.00
H 7.93 0.75 -6.55
H 5.93 2.19 -6.95
H 3.78 1.69 -5.79
H 1.20 -0.49 -1.61
H 1.32 0.28 0.76
H 3.35 1.47 1.58
H 5.22 1.97 0.00
H 5.07 1.26 -2.38
H 2.44 -2.51 -7.06
H 2.59 -4.12 -8.95
H 0.94 -5.98 -9.13
H -0.92 -6.18 -7.47
H -1.10 -4.55 -5.61
H -2.10 -1.85 -4.38
H -3.85 -2.99 -3.03
H -3.24 -4.85 -1.48
H -0.84 -5.50 -1.24
H 0.91 -4.35 -2.55
C -4.05 6.39 4.50
N -2.80 5.88 4.98
C -2.32 6.43 6.21
C -2.15 4.74 4.34
C -3.07 3.56 4.20
C -3.61 3.07 5.41
C -4.70 2.22 5.40
C -5.26 1.87 4.18
C -4.61 2.24 2.97
C -3.41 2.95 2.98
H -4.13 7.44 4.82
H -4.91 5.85 4.93
H -4.11 6.32 3.41
H -3.02 6.24 7.04
H -1.35 6.00 6.45
H -2.23 7.53 6.12
H -1.73 5.05 3.36
H -1.30 4.48 5.00
H -3.18 3.43 6.35
H -5.11 1.85 6.35
H -6.19 1.30 4.15
H -5.07 1.91 2.04
*
```

Charges per atom according to Mulliken partitioning, unit e: 0.813, -0.264, -0.470, -1.067, 0.125, -0.705, -0.171, -1.131, 0.011, -1.467, 0.428, 0.343, 0.379, 0.429, -0.175, 0.458, 0.377, 0.376, 0.345, 0.479, -0.180, 0.370, 0.413, 0.354, 0.441, 0.306, 0.142, -0.719, -0.784, 0.387, 0.198, -0.672, -0.463, -0.578, -0.476, 0.697, -0.967, -0.008, -0.665, -0.616, -0.496, 0.357, -0.246, -0.690, -0.411, -0.637, -0.206, 0.364, -0.434, -0.627, -0.513, -0.719, 0.041, 0.748, 0.907, 0.221, 0.406, 0.387, 0.394, 0.378, 0.380, 0.457, 0.440, 0.396, 0.373, 0.407, 0.381, 0.382, 0.385, 0.316, 0.391, 0.453, 0.435, 0.422, 0.409, -0.752, 0.289, -0.808, -0.796, 1.313, -0.646, -0.378, -0.681, -0.122, -0.947, 0.344, 0.302, 0.345, 0.380, 0.293, 0.381, 0.311, 0.189, 0.336, 0.484, 0.430, 0.189


(3)
C44H50FN3O11RuTe as an isolated structure, computed with wB97M-V/def2-TZVPD.

## Properties
⟨S²⟩: 6.01
E_HOMO (spin up / spin down) (eV): -7.39 / -7.48

```
! wB97M-V def2-TZVPD RIJCOSX def2/J DEFGRID3
* xyz 0 5
Ru -1.10 -1.59 -1.09
C -3.60 1.01 0.63
O -2.87 -0.19 0.85
C -3.70 -1.15 1.48
C -3.04 -2.49 1.56
O -2.91 -2.99 0.24
C -2.42 -4.32 0.15
C -2.42 -4.66 -1.31
O -1.44 -3.86 -1.94
C -1.35 -4.03 -3.35
H -3.97 1.41 1.59
H -4.44 0.84 -0.04
H -2.93 1.73 0.17
H -4.62 -1.25 0.90
H -3.95 -0.81 2.50
H -3.69 -3.14 2.15
H -2.06 -2.44 2.05
H -3.07 -5.00 0.70
H -1.40 -4.39 0.54
H -3.41 -4.45 -1.74
H -2.19 -5.72 -1.45
H -0.98 -5.03 -3.59
H -0.66 -3.28 -3.72
H -2.33 -3.89 -3.81
C -7.87 -1.02 -3.22
O -7.27 0.18 -3.68
C -5.95 0.33 -3.47
C -5.41 1.56 -3.91
C -4.08 1.79 -3.72
C -3.23 0.87 -3.06
C -1.85 1.18 -2.78
C -1.05 2.08 -3.70
O -1.25 0.72 -1.80
C -3.76 -0.39 -2.64
O -3.08 -1.34 -2.12
C -5.15 -0.62 -2.87
H -8.93 -0.93 -3.42
H -7.72 -1.16 -2.15
H -7.47 -1.89 -3.75
H -6.05 2.28 -4.39
H -3.68 2.75 -4.03
H -0.73 1.46 -4.54
H -0.17 2.45 -3.18
H -1.64 2.90 -4.10
H -5.54 -1.57 -2.54
F 5.13 3.24 -1.45
C 5.12 1.92 -1.67
C 4.12 1.34 -2.33
N 4.06 -0.01 -2.58
C 2.86 -0.58 -3.15
C 1.62 -0.47 -2.25
O 0.63 -1.14 -2.63
O 1.72 0.32 -1.27
C 5.04 -0.87 -2.09
O 5.00 -2.07 -2.21
N 6.09 -0.22 -1.46
C 6.23 1.14 -1.16
O 7.19 1.55 -0.54
H 3.29 1.93 -2.70
H 3.04 -1.63 -3.37
H 2.62 -0.07 -4.08
H 6.80 -0.83 -1.09
C 3.83 5.59 2.99
C 3.16 4.36 2.44
C 3.10 3.18 3.17
C 2.44 2.05 2.69
C 2.42 0.82 3.57
C 1.83 2.11 1.43
Te 0.25 0.78 0.80
N 0.43 -1.14 0.75
C 1.28 -2.09 0.32
O 0.81 -3.03 -0.34
C 2.72 -2.15 0.73
C 3.54 -1.03 0.84
C 4.85 -1.16 1.29
C 5.35 -2.41 1.62
C 4.54 -3.53 1.49
C 3.24 -3.41 1.04
C -0.57 0.88 2.79
C -1.09 2.16 2.97
C -1.81 2.52 4.10
C -2.04 1.56 5.07
C -1.52 0.28 4.91
C -0.77 -0.09 3.80
C -0.18 -1.48 3.81
C 1.93 3.28 0.65
C 1.33 3.42 -0.74
C 2.59 4.38 1.17
H 4.07 5.47 4.05
H 3.19 6.46 2.88
H 4.77 5.80 2.46
H 3.56 3.14 4.15
H 3.44 0.55 3.86
H 1.98 -0.02 3.06
H 1.85 1.01 4.48
H 3.17 -0.06 0.53
H 5.48 -0.28 1.37
H 6.37 -2.51 1.98
H 4.93 -4.52 1.73
H 2.61 -4.27 0.91
H -0.92 2.91 2.20
H -2.19 3.52 4.21
H -2.62 1.80 5.96
H -1.70 -0.46 5.68
H -0.67 -2.10 4.56
H 0.88 -1.44 4.07
H -0.24 -1.97 2.85
H 1.21 2.45 -1.23
H 1.99 4.03 -1.37
H 0.36 3.91 -0.71
H 2.67 5.28 0.57
*
```

Here are the Mulliken charges for atoms 1 to 99, given in e: 1.632, -1.207, 1.116, -1.040, -0.385, -0.121, -0.686, -0.723, 0.075, -0.855, 0.372, 0.319, 0.096, 0.353, 0.435, 0.567, -0.045, 0.482, 0.206, 0.317, 0.498, 0.290, 0.163, 0.280, -0.783, -0.461, 1.081, -1.134, -0.827, 0.538, 0.093, -1.254, 0.595, -0.751, -0.107, -0.328, 0.245, 0.317, 0.312, 0.432, 0.240, 0.280, -0.003, 0.481, 0.318, -0.418, 0.549, 0.032, 0.285, -1.854, 0.450, -0.633, 0.445, 0.260, -0.645, 0.039, 0.236, -0.654, 0.327, 0.466, 0.262, 0.279, -1.706, 0.744, -0.683, 1.556, -1.313, 0.324, -0.394, 0.788, -0.784, -0.601, 0.561, 1.292, -1.219, -0.904, -0.714, -0.551, 1.171, -1.157, -0.854, -0.797, -0.880, 1.117, -0.960, 0.737, -1.336, -0.883, 0.369, 0.383, 0.323, 0.390, 0.623, -0.806, 0.454, 0.184, 0.673, 0.449, 0.414


(4)
C44H51AsBaClF4N3O4Si2Te as an isolated structure at a distorted geometry, computed with wB97M-V/def2-TZVPD.

## Properties
E_HOMO (eV): -2.86
Energy relative to the best compared isomer or geometry (same formula, charge and spin) (kcal per mole): 40.5

```
! wB97M-V def2-TZVPD RIJCOSX def2/J DEFGRID3
* xyz -2 1
Ba 0.93 -1.53 -0.40
C -0.74 2.12 -0.09
N -0.67 2.69 1.25
C -1.47 3.89 1.30
C -1.12 1.76 2.29
C -0.23 0.54 2.55
N -0.58 -0.53 1.63
C -0.74 -1.79 2.03
C -1.19 -2.78 1.08
F -1.58 -2.38 -0.19
C -1.31 -4.13 1.32
F -1.76 -4.91 0.31
C -1.04 -4.66 2.56
C -0.64 -3.76 3.52
F -0.36 -4.22 4.76
C -0.50 -2.41 3.30
F -0.10 -1.66 4.36
H -1.72 1.66 -0.28
H 0.00 1.36 -0.29
H -0.57 2.91 -0.82
H -1.10 4.62 0.57
H -1.40 4.34 2.30
H -2.54 3.71 1.09
H -2.13 1.39 2.06
H -1.18 2.35 3.21
H -0.39 0.26 3.59
H 0.82 0.84 2.44
H -1.12 -5.72 2.77
O 6.39 -2.48 5.80
C 6.09 -3.11 4.77
O 6.66 -4.08 4.24
C 4.88 -2.54 3.98
C 4.13 -1.49 4.47
C 3.10 -0.96 3.71
N 2.80 -1.39 2.48
C 3.50 -2.44 2.03
C 4.53 -3.04 2.73
C 3.04 -2.84 0.66
O 2.14 -3.70 0.54
O 3.37 -2.06 -0.28
H 4.37 -1.09 5.45
H 2.50 -0.13 4.08
H 5.08 -3.88 2.32
Cl -0.19 -0.75 -4.64
C 1.08 -0.32 -3.18
H 1.03 0.77 -3.30
H 1.99 -0.59 -3.73
C 5.04 6.42 1.56
C 3.71 6.36 1.16
C 3.14 5.14 0.84
C 3.88 3.97 0.91
C 5.21 4.03 1.32
C 5.78 5.26 1.65
As 2.98 2.29 0.45
C 2.96 2.53 -1.48
C 2.12 3.34 -2.21
C 2.22 3.36 -3.60
C 3.16 2.56 -4.23
C 4.00 1.74 -3.50
C 3.92 1.72 -2.11
C 4.77 0.94 -1.20
C 5.77 0.06 -1.58
C 6.51 -0.61 -0.62
C 6.25 -0.41 0.73
C 5.24 0.45 1.13
C 4.50 1.12 0.16
H 5.49 7.38 1.81
H 3.12 7.27 1.09
H 2.09 5.11 0.55
H 5.80 3.13 1.38
H 6.81 5.29 1.97
H 1.37 3.95 -1.72
H 1.56 3.98 -4.18
H 3.22 2.55 -5.32
H 4.72 1.11 -4.01
H 5.97 -0.13 -2.63
H 7.28 -1.31 -0.91
H 6.82 -0.95 1.48
H 5.02 0.57 2.18
C -3.12 -0.21 -6.80
Si -4.17 -0.94 -5.42
C -5.88 -1.34 -6.13
C -3.39 -2.51 -4.73
C -4.43 0.32 -4.05
Te -2.69 1.25 -3.23
C -3.78 2.84 -2.26
Si -3.32 4.54 -2.90
C -3.85 4.71 -4.70
C -1.47 4.83 -2.74
C -4.22 5.86 -1.88
H -3.12 -0.86 -7.67
H -2.08 -0.07 -6.48
H -3.50 0.77 -7.10
H -5.81 -2.04 -6.96
H -6.37 -0.43 -6.49
H -6.53 -1.79 -5.37
H -3.24 -3.24 -5.52
H -4.03 -2.96 -3.97
H -2.42 -2.29 -4.29
H -4.97 -0.14 -3.23
H -5.04 1.14 -4.45
H -3.60 2.76 -1.19
H -4.84 2.62 -2.43
H -3.40 3.93 -5.31
H -3.54 5.68 -5.11
H -4.93 4.63 -4.80
H -0.88 3.98 -3.11
H -1.19 5.00 -1.70
H -1.17 5.71 -3.32
H -5.30 5.71 -1.91
H -4.01 6.86 -2.26
H -3.91 5.82 -0.84
*
```

Here are the Mulliken charges for atoms 1 to 99, given in e: 1.957, 0.062, 0.380, -1.052, -1.316, -0.164, -0.619, 1.265, -0.166, -0.294, -0.059, -0.347, -0.644, 0.331, -0.361, 0.200, -0.461, 0.444, -0.560, -0.151, 0.127, 0.434, 0.336, 0.390, 0.505, 0.639, -0.455, 0.468, -0.750, 0.429, -0.736, 0.059, -1.174, -0.006, 0.535, 1.207, -0.555, -0.906, -0.673, -0.625, 0.463, 0.374, 0.540, -0.446, -0.507, -0.182, 0.248, -0.420, -0.654, -0.175, 0.148, -0.092, -0.712, 0.860, 0.275, -0.549, -0.725, -0.835, -0.294, 0.748, 0.506, -0.506, -0.946, -0.920, -0.503, -0.232, 0.342, 0.382, 0.245, 0.351, 0.385, 0.286, 0.408, 0.353, 0.368, 0.341, 0.380, 0.457, 0.611, -0.784, 0.091, -1.086, -0.751, -0.908, 0.094, -0.958, 0.042, -1.029, -0.337, -1.074, 0.300, 0.230, 0.274, 0.278, 0.284, 0.306, 0.301, 0.311, 0.172